Entry 1:
ORCA calculation (ωB97M-V/def2-TZVPD) on C4H4N2O in the gas phase in a non-equilibrium geometry.

```
11
Properties=species:S:1:pos:R:3:forces:R:3
C -1.3199 -0.8474 -0.0730 -1.5 -4.7 -1.0
C 0.0275 -0.9724 0.1441 2.6 -0.5 -0.7
C -2.0103 0.2310 0.0458 -0.9 2.7 -0.1
C 1.8959 0.4383 -0.2837 5.4 1.9 -1.8
N -2.4597 1.3626 -0.0039 0.5 -0.4 -0.6
N 3.0799 0.4570 0.1800 -2.1 -0.1 0.3
O 0.7211 0.2294 0.0523 -2.5 -1.3 1.9
H -1.8021 -1.8367 -0.4028 0.3 1.7 1.0
H 0.5829 -1.8895 -0.1591 -0.4 1.0 0.3
H -2.4866 1.8414 0.8740 -0.7 0.4 0.8
H 3.7713 0.9862 -0.3736 -0.7 -0.7 0.0
```
Positions in Å, forces in eV/Å.

Properties
HOMO-LUMO gap (spin up / spin down) (eV): 7.62 / 7.10
Total energy (eV): -9234.3942
Total charge: 0
E_HOMO (spin up / spin down) (Eh): -0.2695 / -0.2643
ΔE to the lowest compared entry with this formula, charge and spin (kJ/mol): 588.0

Entry 2:
ORCA calculation (ωB97M-V/def2-TZVPD) on an isolated ion of composition C38H35FN3 and charge +1 in a non-equilibrium geometry.

```
77
Properties=species:S:1:pos:R:3:forces:R:3
C 3.2243 -1.1419 2.3476 -0.3 -0.2 0.0
N 2.5406 -0.0224 1.7247 -0.3 0.1 -0.4
C 2.1264 0.0603 0.4187 0.4 2.0 0.3
C 1.5497 1.3269 0.1941 0.4 -0.9 1.1
C 1.2378 1.8235 -1.1662 2.8 1.2 -0.3
C 1.6824 3.2504 -1.5122 -0.2 -0.9 0.3
C 0.8852 4.3462 -1.2215 0.6 0.7 -0.3
C 1.3244 5.6059 -1.6523 -0.2 -0.1 0.2
C 2.4865 5.7297 -2.4194 0.0 -0.1 0.0
C 3.2483 4.6011 -2.7339 0.1 0.0 0.2
C 2.8565 3.3577 -2.2430 0.1 0.6 -0.1
C 1.5630 2.0354 1.4656 0.6 -1.2 0.0
C 1.1789 3.2920 1.9204 0.0 0.7 0.5
C 1.3650 3.6020 3.2749 -0.1 -0.1 -0.3
C 1.9379 2.6810 4.1757 0.1 -0.4 -0.5
C 2.3843 1.4386 3.7239 -0.2 0.5 0.7
C 2.1836 1.1413 2.3959 -0.2 -0.2 -1.3
H 3.4599 -0.8568 3.3761 0.1 -0.3 -0.3
H 2.5636 -2.0161 2.3619 0.2 0.1 0.1
H 4.1491 -1.4009 1.8212 -0.2 0.2 0.1
H 2.4229 -0.6790 -0.3305 -0.2 0.3 0.5
H 1.9114 1.1943 -1.7901 -0.5 0.3 0.2
H -0.0282 4.2423 -0.6309 0.2 0.1 -0.3
H 0.7527 6.4894 -1.3602 0.2 -0.2 -0.3
H 2.7977 6.7119 -2.7750 -0.1 -0.3 0.1
H 4.1533 4.6772 -3.3412 -0.3 0.1 0.2
H 3.4562 2.4633 -2.4147 -0.1 0.2 -0.1
H 0.8001 4.0377 1.2117 0.1 -0.3 0.6
H 1.0611 4.5789 3.6541 0.1 -0.3 -0.2
H 2.0353 2.9300 5.2272 0.0 0.1 -0.2
H 2.8496 0.6999 4.3754 -0.2 0.4 0.1
F 0.1680 -1.8774 1.5471 -0.6 -0.1 -0.8
C -0.9754 -1.9700 0.6767 -0.4 -0.6 0.7
C -1.5060 -3.4080 0.7739 -0.1 0.4 0.1
C -1.1157 -4.2549 1.8120 0.1 0.0 -0.2
C -1.5052 -5.5949 1.7936 -0.2 0.1 -0.1
C -2.3163 -6.0762 0.7603 0.1 0.0 0.0
C -2.7569 -5.2137 -0.2475 0.1 0.3 0.2
C -2.3756 -3.8678 -0.2184 0.0 -0.4 0.1
C -1.9608 -0.9038 1.1484 0.1 -0.2 0.4
C -3.3240 -1.1485 1.3225 0.2 0.3 -0.2
C -4.1656 -0.0871 1.6829 0.0 -0.2 -0.1
C -3.6477 1.1850 1.9261 0.1 0.1 -0.1
C -2.2709 1.4070 1.8213 0.0 -0.3 0.1
C -1.4397 0.3581 1.4368 0.1 -0.1 0.3
C -0.3924 -1.6896 -0.7258 0.2 0.8 0.1
C 0.6578 -2.7616 -1.1266 -0.3 0.2 0.4
C 0.4657 -3.0092 -2.6139 0.3 0.1 -0.5
C -0.9920 -2.6686 -2.8888 -0.3 -0.1 0.6
N -1.3851 -1.6303 -1.8799 -0.2 0.0 -1.5
C -1.5546 -0.3391 -2.3524 1.1 -1.5 1.3
C -0.7665 0.1895 -3.4213 -0.4 0.7 -0.5
C -0.0982 1.3298 -3.0546 0.3 -1.8 0.3
N -0.0482 1.5760 -1.6940 -3.0 1.8 -1.5
C -1.3046 1.6375 -1.1244 -0.1 -0.5 -0.1
C -2.1404 0.5986 -1.4534 0.2 0.7 -0.4
H -0.4924 -3.8670 2.6194 -0.1 -0.2 -0.3
H -1.1608 -6.2604 2.5863 -0.2 0.2 -0.2
H -2.6117 -7.1264 0.7433 0.1 0.3 0.0
H -3.3864 -5.5707 -1.0648 0.1 0.0 0.3
H -2.7328 -3.1613 -0.9684 0.0 -0.4 0.3
H -3.7152 -2.1557 1.1689 0.0 0.4 0.0
H -5.2365 -0.2731 1.7781 0.3 0.1 0.0
H -4.3083 2.0112 2.1992 0.2 -0.3 -0.1
H -1.8402 2.3934 2.0167 -0.2 -0.3 0.0
H -0.3598 0.4965 1.3362 -0.5 0.1 0.1
H 0.0448 -0.6657 -0.6877 -0.1 -0.9 0.2
H 1.6661 -2.4154 -0.8716 -0.3 -0.2 -0.1
H 0.4759 -3.6832 -0.5571 0.0 0.3 -0.1
H 1.1232 -2.3491 -3.1979 -0.1 -0.2 0.1
H 0.6816 -4.0474 -2.8873 0.1 0.3 0.0
H -1.1892 -2.3431 -3.9145 -0.1 0.0 0.3
H -1.6238 -3.5351 -2.6750 0.1 0.1 -0.2
H -0.5606 -0.3300 -4.3501 -0.3 0.4 -0.1
H 0.5209 1.9701 -3.6845 0.4 -0.7 0.1
H -1.5748 2.5193 -0.5309 0.3 -0.9 0.4
H -3.1287 0.4126 -1.0366 0.4 0.2 0.2
```
Positions in Å, forces in eV/Å.

Properties
HOMO-LUMO gap (eV): 5.85
Total energy (eV): -47153.3965
Total charge: +1
E_HOMO (Eh): -0.3826
ΔE to the lowest compared entry with this formula, charge and spin (kJ/mol): 40.2

Entry 3:
ORCA calculation (ωB97M-V/def2-TZVPD) on a 9-piece molecular cluster, C25H66NO17 overall in a non-equilibrium geometry.

```
109
Properties=species:S:1:pos:R:3:forces:R:3
C 1.2717 2.2111 -1.3060 1.0 -4.8 -3.0
C 0.5477 1.0181 -0.5880 0.8 2.0 -1.3
C 0.7337 -0.2789 -1.3700 -1.6 -2.5 -1.7
C 0.3037 -1.4959 -0.5370 1.0 3.1 1.6
C 1.2267 -1.5849 0.6340 3.0 3.2 -1.5
C 1.4187 -0.2759 1.5870 1.5 -3.9 -1.4
N 1.1987 0.9211 0.7670 0.3 3.9 2.9
O 1.4827 1.9741 1.3610 -0.8 -3.0 -2.2
C 2.9197 -0.3449 2.0910 1.0 1.0 -0.3
C 0.3927 -0.3669 2.6960 0.6 -1.0 1.0
C -0.9213 1.5031 -0.4400 -0.6 -5.0 -1.3
H 0.7167 2.3661 -2.2360 -0.1 0.7 0.5
H 2.2157 1.7531 -1.7040 -0.5 0.2 0.1
H 1.6607 2.9841 -0.7890 0.0 2.9 2.0
H 1.8127 -0.5819 -1.6970 -2.0 1.4 0.2
H -0.1303 -0.3619 -2.2170 2.6 1.0 1.3
H 0.3377 -2.3879 -1.0360 0.1 -2.1 -1.6
H -0.6763 -1.3519 -0.1910 -1.7 0.1 0.4
H 2.2507 -1.8439 0.2300 -0.9 0.3 0.4
H 0.9477 -2.3329 1.2270 -1.0 -3.1 2.8
H 3.4097 -1.3459 2.3080 -1.5 0.8 -0.5
H 3.0567 0.2381 3.0200 -0.2 -0.1 -0.5
H 3.5947 0.1111 1.3050 -0.7 -0.4 0.8
H 0.7457 -1.1609 3.4400 -0.7 0.7 -1.4
H -0.5413 -0.6269 2.2030 -0.4 0.0 0.7
H 0.3437 0.5001 3.3330 -0.3 0.7 -0.2
H -1.0673 2.3921 -0.0120 0.0 3.7 1.6
H -1.4213 0.7661 0.1950 -0.4 0.0 -0.1
H -1.4883 1.4721 -1.4160 1.1 -0.1 0.9
C 3.0067 -4.0179 -2.7930 11.5 1.1 0.1
C 3.6517 -4.0449 -4.1850 2.4 -3.2 1.1
O 3.4937 -5.3629 -4.6600 -1.3 -2.7 -0.2
O 3.2287 -2.6559 -2.3780 -1.7 0.4 0.8
H 3.6207 -4.8209 -2.1260 -2.1 1.8 -1.4
H 2.0837 -3.9959 -2.8420 -9.0 -1.3 -0.3
H 4.8107 -3.8959 -4.2200 -2.0 0.0 0.7
H 3.2927 -3.5689 -5.0110 -1.5 3.1 -1.3
H 2.5337 -5.6579 -4.6220 1.8 0.8 -0.1
H 4.0987 -2.5689 -2.0650 1.8 0.3 0.5
C 2.2257 1.6771 -5.7640 -1.6 -3.1 -2.2
C 2.1487 0.2371 -5.2840 -1.8 -3.1 -1.0
O 2.5647 0.0541 -3.9570 1.4 2.9 0.3
O 1.3967 1.8481 -6.9370 4.7 -3.0 -1.5
H 3.1647 2.0621 -5.9000 2.4 0.7 -0.5
H 1.7097 2.1571 -5.0710 -1.6 2.7 3.6
H 2.6467 -0.5189 -5.9820 -0.4 1.1 0.7
H 1.0357 -0.0839 -5.2420 1.3 0.7 -0.8
H 2.4617 -0.7949 -3.5880 -0.2 -1.8 -0.1
H 0.7027 2.3161 -6.6460 -4.0 2.8 1.5
C -1.6153 2.8601 -5.3850 2.6 -0.7 0.0
C -1.6783 1.5921 -4.5610 -7.3 3.0 0.9
O -2.7853 0.8461 -5.1200 2.0 -1.2 -1.6
O -0.3173 3.4871 -5.1170 -1.2 -4.8 3.1
H -2.4483 3.5031 -5.1970 -0.4 0.5 -0.1
H -1.5243 2.5101 -6.4340 -0.8 0.3 0.3
H -1.9343 1.6251 -3.4740 -0.2 1.1 -0.7
H -0.8633 1.1091 -4.4910 6.3 -3.7 -0.6
H -2.3483 0.3891 -5.9100 -1.4 0.7 1.4
H -0.2653 4.2301 -5.5850 0.4 4.9 -2.9
C 1.8217 2.6961 5.7490 4.5 0.2 1.8
C 1.0357 3.5101 6.7710 3.2 -1.7 0.6
O -0.1423 3.6761 6.1800 -6.2 -1.7 9.2
O 1.7077 3.1161 4.4320 0.4 2.6 -3.2
H 1.6757 1.7021 5.5260 -0.9 -2.9 1.6
H 2.8977 2.8521 6.0820 -0.9 -0.7 -0.3
H 1.7367 4.4071 6.8250 -1.4 -0.3 0.7
H 0.9117 2.9361 7.7300 0.5 0.8 -0.8
H 0.1257 3.9171 5.4360 2.0 3.7 -10.9
H 2.5637 3.1561 3.9280 -1.2 0.0 1.3
C -1.5993 -4.9719 -0.3990 3.2 -0.8 -4.1
C -1.7563 -4.7159 1.0050 -4.3 -1.6 3.1
O -0.8783 -5.4489 1.8280 0.8 1.2 1.7
O -2.3483 -3.9619 -1.0670 -0.8 0.1 -0.3
H -1.8543 -6.0559 -0.7810 0.6 2.2 0.8
H -0.5083 -4.6299 -0.7860 -1.8 -1.6 1.2
H -2.9353 -5.0359 1.2760 2.7 0.6 -0.6
H -1.8783 -3.6519 1.0380 0.9 0.9 1.0
H -0.7343 -5.0809 2.7720 -0.8 -0.6 -2.6
H -3.0403 -4.3889 -1.5560 -0.6 -0.2 -0.4
C -1.9573 5.2631 1.8610 -0.5 -1.2 -2.1
C -0.6693 4.5201 2.1910 -2.0 0.3 -2.0
O -0.1423 5.2091 3.1920 1.0 2.5 3.3
O -2.7593 4.6211 0.8130 3.0 0.3 -0.7
H -1.8543 6.2701 1.5210 0.6 0.8 0.2
H -2.5713 5.1821 2.6930 -0.8 0.5 2.0
H -0.0503 4.5591 1.3360 0.8 -0.6 -1.3
H -0.9663 3.5511 2.5010 -0.1 -1.6 -0.1
H 0.7657 5.0361 3.4130 0.5 -0.5 -0.1
H -3.5413 4.4411 1.2530 -2.5 -0.8 0.8
C -0.6483 -1.8789 6.7700 0.1 5.4 -1.7
C 0.8367 -1.4219 6.4100 -5.3 2.6 2.0
O 1.4387 -1.0859 7.5880 5.2 -1.5 -3.0
O -1.3963 -1.9249 5.5660 -2.7 1.0 1.1
H -1.2653 -1.2609 7.5400 1.7 -0.4 -1.1
H -0.5103 -2.7449 7.1890 0.2 -5.3 2.2
H 0.7137 -0.5519 5.7660 0.2 0.2 -0.2
H 1.2427 -2.1949 5.8610 1.6 -1.8 -0.7
H 1.0857 -0.8209 8.3640 -2.9 1.1 3.0
H -2.2573 -1.4919 5.9020 1.8 -1.2 -1.7
C -5.0813 -1.3489 -1.3930 -0.5 2.9 -2.7
C -4.1603 -1.0269 -2.6910 -1.0 1.9 3.8
O -2.7673 -1.1449 -2.2840 -0.6 -2.7 1.1
O -6.4513 -1.3319 -1.8200 -0.3 0.8 0.1
H -4.9743 -0.5299 -0.6070 0.6 -1.5 -0.8
H -4.8343 -2.3229 -1.1560 0.2 -2.0 1.5
H -4.5863 0.0051 -2.8120 1.8 -0.1 -0.4
H -4.4293 -1.4899 -3.6020 -0.1 -1.3 -0.7
H -2.6673 -2.0939 -1.7670 -0.4 3.3 -1.9
H -6.7803 -0.3999 -1.9030 0.6 -1.3 0.2
```
Positions in Å, forces in eV/Å.

Properties
HOMO-LUMO gap (eV): 5.78
Total energy (eV): -63268.5527
Total charge: +1
E_HOMO (Eh): -0.4301
ΔE to the lowest compared entry with this formula, charge and spin (kJ/mol): 0.0

Entry 4:
ORCA calculation (ωB97M-V/def2-TZVPD) on an isolated ion of composition C3H8N3O3 and charge +1 in a non-equilibrium geometry.

```
17
Properties=species:S:1:pos:R:3:forces:R:3
C -1.4070 1.3210 0.1729 3.3 -3.8 -1.9
C -0.3495 -0.0574 -0.0682 -1.2 3.2 0.0
C 2.7182 -0.8945 -1.4976 3.2 -0.4 1.8
N 0.6066 0.0128 -1.0195 0.6 -0.8 -0.6
N -2.1709 1.3528 1.2103 -1.2 1.0 0.0
N -0.4328 -1.0533 0.7883 0.1 -0.1 -0.6
O -2.9581 2.2500 1.4650 0.1 0.1 0.2
O -2.1844 0.2941 2.0746 -0.9 0.6 2.4
O 1.4399 -1.1851 -1.0733 -3.3 1.1 0.0
H -1.5113 2.0870 -0.6014 0.1 -0.4 0.6
H 3.2048 -1.9730 -1.3749 -0.5 2.6 -0.5
H 3.1561 -0.1143 -0.7793 -0.1 -1.4 -0.8
H 2.8651 -0.4495 -2.4854 -0.6 -0.5 -0.3
H 0.7180 0.5990 -1.9173 -0.9 -1.0 2.2
H 0.1938 -1.8825 0.7490 -0.7 1.0 -0.1
H -1.2374 -0.9790 1.4353 1.0 -0.5 -0.3
H -2.6513 0.6718 2.9215 0.9 -0.8 -2.1
```
Positions in Å, forces in eV/Å.

Properties
HOMO-LUMO gap (eV): 9.72
Total energy (eV): -13840.2614
Total charge: +1
E_HOMO (Eh): -0.5108
ΔE to the lowest compared entry with this formula, charge and spin (kJ/mol): 515.1